The ion C5H6N with charge +1. Source: the Open Molecules 2025 dataset; level of theory: ωB97M-V/def2-TZVPD.

Each line ends with the natural charge from an NBO analysis.
CARTESIAN COORDINATES (ANGSTROEM)
C 0.43 -0.38 -1.59  -0.347
C 1.25 -0.53 -2.50  0.388
C 0.20 0.17 2.10  -0.294
C 0.51 0.41 0.83  -0.051
C -0.96 0.17 -1.28  -0.112
N -0.16 -0.44 -0.30  -0.346
H 0.71 0.86 2.85  0.269
H -0.30 -0.66 2.47  0.225
H 1.29 0.97 0.60  0.235
H -1.02 1.21 -1.26  0.259
H -1.54 -0.33 -2.01  0.288
H -0.41 -1.45 0.08  0.487

The LUMO energy is -6.1 eV. As for the total charge: +1. As for the HOMO-LUMO gap: 9.6 eV. The spin multiplicity is 1.

---

An isolated molecule of C23H21FN2O3. Source: the Open Molecules 2025 dataset; level of theory: ωB97M-V/def2-TZVPD.

Each line ends with the natural charge from an NBO analysis.
CARTESIAN COORDINATES (ANGSTROEM)
O -2.02 0.69 -1.87  -0.562
O -4.27 2.35 2.65  -0.590
F 6.63 -0.92 3.04  -0.327
O -2.26 3.50 2.40  -0.512
C -1.25 0.81 -0.92  0.511
C -3.20 2.52 2.09  0.756
C -0.23 -0.17 -0.84  -0.214
C 0.40 -1.04 -1.93  0.011
C 0.30 -0.75 0.41  0.033
C 0.97 -2.12 -1.29  -0.053
C -1.61 1.64 0.34  -0.383
C -2.90 1.53 0.94  0.133
C -0.69 -1.45 -6.02  -0.230
C -0.63 -0.19 -5.45  -0.174
C -0.36 -2.54 -5.21  -0.209
C 5.32 -2.09 1.34  -0.239
C 4.28 -1.27 3.28  -0.250
C -0.04 -0.01 -4.09  -0.157
C -0.05 -2.44 -3.88  -0.192
C 4.07 -2.58 0.82  -0.212
C 2.97 -1.67 2.79  -0.202
C 5.42 -1.42 2.56  0.367
C 0.20 -1.14 -3.29  -0.096
C 2.91 -2.34 1.61  -0.020
N -3.76 0.42 0.62  -0.813
N 1.03 -1.89 0.13  -0.348
C 1.54 -2.80 1.15  -0.222
C -3.61 5.60 2.95  -0.625
C -2.70 4.39 3.47  -0.074
H 0.00 -0.39 1.36  0.225
H 1.54 -2.89 -1.76  0.212
H -1.22 2.67 0.55  0.248
H -1.05 -1.47 -7.00  0.212
H -0.80 0.65 -6.01  0.198
H -0.26 -3.48 -5.78  0.208
H 6.23 -2.09 0.77  0.226
H 4.26 -0.66 4.20  0.229
H 0.15 0.96 -3.78  0.207
H 0.33 -3.34 -3.43  0.203
H 4.16 -2.85 -0.18  0.225
H 2.02 -1.48 3.17  0.213
H -4.68 0.28 0.96  0.406
H -3.56 0.04 -0.27  0.405
H 0.95 -2.99 1.98  0.217
H 1.89 -3.81 0.64  0.222
H -3.50 6.40 3.66  0.212
H -3.34 5.97 1.99  0.215
H -4.57 5.24 2.93  0.214
H -1.73 4.74 3.92  0.191
H -3.28 3.88 4.27  0.205

Its SMILES is CCOC(=O)/C(N)=C/C(=O)c1cn(Cc2ccc(F)cc2)cc1-c1ccccc1. The LUMO energy is 0.2 eV. As for the HOMO-LUMO gap: 8.2 eV. The spin multiplicity is 1.

---

A cluster of 2 separate species, C3H4ClFO in total. Source: the Open Molecules 2025 dataset; level of theory: ωB97M-V/def2-TZVPD.

Each line ends with the natural charge from an NBO analysis.
CARTESIAN COORDINATES (ANGSTROEM)
C 0.36 0.73 0.01  0.035
C -0.81 -0.09 -0.49  -0.461
C 0.46 -0.74 -0.33  0.318
H -0.88 0.75 2.01  0.378
H 0.91 1.27 -0.77  0.192
H -1.11 0.04 -1.60  0.252
H -1.57 -0.30 0.27  0.233
O 0.51 1.04 1.27  -0.587
F 1.14 -0.95 -1.42  -0.311
Cl 0.99 -1.75 1.06  -0.048

The LUMO energy is -1.3 eV. As for the HOMO-LUMO gap: 7.8 eV. The spin multiplicity is 1.

---

A cluster of 2 separate species, H4O2 in total. Source: the Open Molecules 2025 dataset; level of theory: ωB97M-V/def2-TZVPD.

Each line ends with the natural charge from an NBO analysis.
CARTESIAN COORDINATES (ANGSTROEM)
H 1.43 0.81 0.16  0.461
H 0.99 -0.51 0.65  0.474
H -1.10 0.73 -0.33  0.475
H -1.33 -0.83 -0.49  0.478
O 1.53 -0.14 -0.07  -0.936
O -1.52 -0.06 0.08  -0.953

Its SMILES is O.O. The LUMO energy is 0.8 eV. As for the HOMO-LUMO gap: 12.1 eV. The spin multiplicity is 1.

---

A structure of composition C14H20BN3Ni. Source: the Open Molecules 2025 dataset; level of theory: ωB97M-V/def2-TZVPD.

Each line ends with the Mulliken spin population.
CARTESIAN COORDINATES (ANGSTROEM)
C 0.65 -0.41 2.42  0.088
C -0.24 1.97 1.31  -0.108
H -0.03 -1.13 2.84  -0.003
H 1.29 0.09 3.18  0.004
H 1.56 -0.83 2.01  -0.011
H -1.13 2.32 0.73  -0.055
H -1.30 2.10 2.28  -0.006
H 0.49 2.77 1.49  0.021
C 0.70 -2.79 0.09  0.017
C 0.79 -4.00 -0.60  0.000
C 0.42 -4.07 -1.95  0.009
C -0.01 -2.90 -2.57  -0.004
H 0.98 -2.71 1.14  0.004
H 1.13 -4.89 -0.07  0.001
H 0.46 -5.01 -2.51  0.001
H -0.33 -2.88 -3.61  0.001
N 0.24 -1.65 -0.50  0.029
C -0.08 -1.70 -1.84  0.015
C -0.55 -0.44 -2.41  0.018
N -0.65 0.60 -1.51  0.018
C -1.07 1.81 -1.98  0.021
C -1.37 0.94 -4.22  0.015
C -1.45 2.00 -3.31  -0.003
H -1.11 2.62 -1.26  -0.004
H -1.80 2.98 -3.63  0.000
C -0.91 -0.29 -3.75  -0.007
H -0.82 -1.15 -4.41  0.001
H -1.66 1.06 -5.27  0.001
Ni 0.16 0.20 0.33  1.153
C 1.83 0.94 0.17  0.066
H 1.76 1.89 -0.36  -0.002
H 2.37 0.24 -0.47  0.010
H 2.40 1.07 1.09  -0.005
B -0.39 2.02 4.99  -0.016
C -0.34 1.45 3.69  0.700
N -0.72 1.26 2.45  -0.096
H -1.57 2.25 5.23  0.021
H 0.26 3.06 5.04  0.026
H 0.05 1.20 5.76  0.079

The LUMO energy (spin up / spin down) is -1.1 / -1.1 eV. As for the HOMO-LUMO gap (spin up / spin down): 4.7 / 5.7 eV. The spin multiplicity is 3.

---

An isolated molecule of C4H8Cl2Si. Source: the Open Molecules 2025 dataset; level of theory: ωB97M-V/def2-TZVPD.

Each line ends with the natural charge from an NBO analysis.
CARTESIAN COORDINATES (ANGSTROEM)
C -0.66 0.92 0.18  -0.184
C 0.31 -0.05 0.33  -0.376
C -1.83 0.69 -0.59  -0.363
C 1.54 0.37 1.17  -0.431
Si 0.57 -1.62 -0.73  0.816
Cl -3.34 0.42 0.48  -0.115
Cl 2.80 1.03 0.11  -0.054
H -0.55 1.81 0.71  0.203
H -2.04 1.64 -1.07  0.223
H -1.72 -0.13 -1.31  0.234
H 2.09 -0.46 1.73  0.230
H 1.19 1.18 1.97  0.226
H 0.62 -2.80 0.32  -0.120
H 1.69 -1.27 -1.57  -0.137
H -0.67 -1.74 -1.73  -0.153

Its SMILES is [SiH3]/C(=C\CCl)CCl. The LUMO energy is 0.3 eV. As for the HOMO-LUMO gap: 10.1 eV. The spin multiplicity is 1.

---

Going through the records in order, we get ΔE to the lowest compared entry with this formula, charge and spin values of 8.1268; 4.1547; 4.6833; 0.2025; 1.2001; 4.4627 eV.
Going through the records in order, we get E_tot values of -6757.051; -36027.696; -20458.033; -4159.736; -61020.821; -37198.461 eV.